1.
Computed, not measured: a cluster of 4 separate species, C28H27BrN2O13 in total, with ωB97M-V/def2-TZVPD.

Results
- 2S+1: 1
- Gap between HOMO and LUMO: 0.280 Eh
- HOMO: -9.43 eV
- SMILES: CC(C)[C@H](C)CO[C@](Br)(C#N)CC#N.O=C1C=C(O)C(=O)C=C1O.O=C1C=C(O)C(=O)C=C1O.O=C1C=C(O)C(=O)C=C1O

Geometry as XYZ:
```
71
Properties=species:S:1:pos:R:3:forces:R:3:mulliken_charge:R:1
C 1.72889 2.99498 -4.64784 -0.041 0.011 0.102 1.01
H 1.92926 -1.57519 -2.54549 -0.020 -0.008 0.024 0.23
C -1.05039 -0.42176 0.63960 0.007 0.030 0.004 -0.26
H 4.02669 2.68990 2.36215 -0.031 -0.076 0.062 0.40
H -9.04467 0.85151 5.42290 -0.003 -0.002 -0.017 0.42
C 1.46738 0.40327 2.03116 0.005 -0.181 0.093 -1.04
C 5.29454 0.30680 1.94506 0.019 -0.038 0.032 -1.74
H 5.59304 1.03556 1.18433 -0.021 -0.049 0.041 0.37
O 2.33244 2.55590 -6.90174 -0.023 0.010 -0.069 -0.57
O 0.76831 -2.57053 -1.31480 -0.083 -0.010 0.120 -0.45
C -7.92215 0.34445 3.68471 -0.010 -0.011 -0.027 0.33
O -6.56603 -0.24724 1.89206 -0.019 0.001 -0.004 -0.66
C -5.46219 -0.27110 3.98312 0.002 -0.023 -0.142 -0.97
C 0.80758 3.55937 -3.69285 0.049 -0.011 0.093 -1.08
C 3.77859 -0.95575 0.40433 -0.038 -0.065 0.041 -0.96
C 2.83948 0.98275 1.70798 -0.013 0.231 -0.026 1.39
C 3.14651 2.12520 2.67517 -0.015 0.052 -0.029 -1.91
H -4.51503 -0.56310 3.55163 0.034 -0.001 0.090 0.54
H 2.22806 -7.70228 -2.03099 0.028 0.024 -0.032 0.38
C -0.31963 4.13293 -4.14196 -0.005 0.007 -0.035 0.29
C -0.33988 0.95209 0.54960 -0.149 -0.398 0.289 0.98
H -1.94534 4.99827 -3.94882 0.011 -0.007 -0.050 0.38
H 1.04447 3.48807 -2.64134 -0.018 0.023 0.005 0.64
H 5.42623 0.76477 2.92752 -0.018 -0.006 -0.095 0.40
C 1.74972 -5.93015 -1.81318 0.017 -0.050 -0.007 0.31
Br 0.74063 0.85383 -1.10777 0.080 0.185 -0.357 -0.03
O -1.70263 4.76206 -5.90600 0.001 0.009 0.022 -0.63
H -0.33982 -1.22652 0.45146 -0.021 0.017 -0.005 0.01
C 1.04817 -4.91901 -1.27757 -0.087 0.092 0.056 -1.16
C -1.66910 -0.61159 1.95325 0.152 0.108 -0.571 0.11
C 1.40802 3.09757 -6.12528 0.019 -0.022 0.000 0.34
H 4.45405 -1.81439 0.42605 -0.026 0.027 0.002 0.47
H 1.32773 -0.58100 1.57884 0.017 0.072 -0.039 0.29
H 3.86393 -4.21243 -4.05663 -0.005 0.020 0.006 0.46
C 1.32740 -3.57600 -1.72306 0.016 -0.125 0.036 0.97
O -4.69002 -0.20362 6.20759 0.053 -0.021 -0.038 -0.57
C -5.63941 -0.06587 5.29668 0.011 -0.003 0.039 0.27
C 3.86044 -0.16482 1.71507 0.074 -0.141 -0.012 0.33
O 3.39300 -6.70877 -3.26341 -0.022 -0.011 0.016 -0.63
C -6.97306 0.35126 5.88409 -0.120 0.034 -0.042 0.99
H 1.36475 0.28607 3.11367 -0.005 -0.025 -0.071 0.36
H 2.81591 1.39911 0.69446 -0.047 -0.049 0.088 0.06
H 3.01865 2.20634 -6.29742 -0.009 0.009 0.044 0.37
C -0.64860 4.22415 -5.61965 0.037 -0.039 -0.097 1.02
C 0.28755 3.67740 -6.57845 -0.072 0.038 -0.053 -0.99
H 4.06773 -0.32323 -0.44132 -0.010 -0.024 0.060 0.32
H 2.76895 -1.33125 0.20648 0.103 0.042 -0.002 -0.06
H -1.80923 -0.48020 -0.14234 0.023 0.001 0.055 0.62
C -1.31537 2.02948 0.34578 0.351 -0.202 0.058 -0.14
H 3.58675 -0.84157 2.53936 0.102 0.040 -0.020 0.25
O -8.87066 0.48943 2.77393 -0.060 0.017 0.037 -0.57
N -2.15043 -0.77109 2.97735 -0.172 -0.077 0.445 -0.52
H 2.30691 2.82375 2.70389 0.028 -0.046 0.027 0.46
H -5.11090 0.00753 7.06550 -0.038 0.011 -0.005 0.38
O 1.58559 -7.19882 -1.48963 -0.053 0.019 0.054 -0.58
H 5.98046 -0.54150 1.88339 -0.019 0.054 -0.017 0.44
C 2.82354 -5.71010 -2.86271 0.062 0.091 -0.072 1.14
H 0.28232 -5.06966 -0.52993 0.008 -0.023 -0.002 0.46
O -1.23893 4.66534 -3.35970 0.022 0.002 0.073 -0.56
O -7.00923 0.49881 7.09334 0.026 -0.004 0.004 -0.64
O 2.56132 -2.08194 -3.09589 0.050 -0.015 -0.039 -0.58
O 0.39986 1.28598 1.64560 0.050 0.184 -0.068 -0.42
H 3.31663 1.75252 3.69067 -0.025 0.025 -0.061 0.37
H -8.44932 0.27122 1.91704 0.045 -0.008 0.003 0.38
C -6.59063 -0.08554 3.10082 0.114 -0.006 0.033 1.19
N -2.07565 2.86793 0.18982 -0.365 0.307 -0.076 -0.45
C -8.09878 0.54773 4.99769 -0.035 0.019 0.091 -1.07
C 3.09868 -4.36281 -3.30864 0.064 -0.069 -0.053 -0.96
O 2.76703 2.42153 -4.36031 0.001 -0.009 -0.019 -0.68
C 2.39625 -3.35355 -2.77395 0.001 0.053 0.009 0.32
H 0.04951 3.74976 -7.63010 0.015 -0.009 0.001 0.43
```
Positions in Å, forces in eV/Å.



2.
Computed, not measured: a structure of composition C9H8F6IrNO4S2, with ωB97M-V/def2-TZVPD.

Results
- Energy relative to the best compared isomer or geometry (same formula, charge and spin): 67.19 kcal per mole
- 2S+1: 1
- Gap between HOMO and LUMO (alpha / beta): 0.243 / 0.249 Eh
- HOMO (alpha / beta): -17.50 / -17.50 eV
- Net charge: +2

Geometry as XYZ:
```
31
Properties=species:S:1:pos:R:3:forces:R:3:mulliken_charge:R:1
H -1.67832 2.18579 -2.63826 0.003 -0.001 0.019 0.33
H -2.81011 -0.43542 -1.87462 0.001 -0.010 0.035 0.51
C -1.75113 -0.66016 -1.94866 -0.189 -0.328 0.154 0.07
C -1.26934 -1.86103 -1.28622 0.127 0.521 0.153 -0.74
H 1.16641 0.57858 -2.99255 0.014 -0.024 0.004 0.48
C -0.10327 -1.00887 4.45589 0.065 -0.027 -0.056 0.74
C -1.42161 1.40624 -3.35749 0.027 -0.053 0.017 -1.49
C 2.50475 1.95046 0.97141 0.015 0.044 0.011 0.80
H -0.67279 1.80512 -4.03840 0.005 -0.012 0.001 0.44
C 0.44898 -0.12163 -2.57636 0.028 0.009 -0.086 -0.32
Ir 0.24989 -0.87011 0.14189 -0.426 -0.540 0.064 1.31
S 0.66472 1.65151 1.21535 0.060 0.042 0.031 0.89
C 0.95566 -1.31169 -1.96667 0.087 0.280 0.146 -0.63
F 1.09174 -0.50953 4.63851 -0.004 -0.001 0.006 -0.16
N 0.69164 0.14226 1.88191 -0.165 0.130 -0.219 -0.39
F -0.10390 -2.31244 4.48290 0.008 0.012 0.005 -0.15
H -2.31824 1.17681 -3.93113 -0.010 -0.015 -0.002 0.41
O -1.77447 0.33563 2.69720 0.067 -0.039 0.102 -0.46
F 2.60028 3.04165 0.25430 0.009 -0.036 0.040 -0.15
C -0.91862 0.18291 -2.64816 0.218 0.204 -0.164 0.82
F 3.04519 2.07983 2.15279 -0.018 -0.002 -0.049 -0.15
H 0.40505 -3.27255 -1.18240 -0.057 -0.015 0.014 0.56
F -0.98654 -0.48818 5.24927 -0.004 -0.003 0.008 -0.14
S -0.63947 -0.50262 2.66769 0.037 -0.029 0.034 1.04
F 3.01180 0.91226 0.32341 -0.024 0.026 0.009 -0.22
C 0.05250 -2.28867 -1.47303 0.108 -0.100 -0.189 -0.69
O 0.11432 1.26709 -0.13178 0.150 -0.012 -0.152 -0.59
O -0.67591 -1.74029 1.80816 -0.021 0.040 0.170 -0.74
H -1.97667 -2.50254 -0.77534 -0.029 0.011 -0.016 0.52
H 2.00941 -1.54282 -2.05330 0.009 -0.002 -0.022 0.55
O 0.08806 2.71239 1.93370 -0.091 -0.070 -0.064 -0.43
```
Positions in Å, forces in eV/Å.



3.
Computed, not measured: a structure of composition C6H9NO, with ωB97M-V/def2-TZVPD.

Results
- Energy relative to the best compared isomer or geometry (same formula, charge and spin): 199.84 kcal per mole
- 2S+1: 1
- Gap between HOMO and LUMO: 0.353 Eh
- HOMO: -8.75 eV

Geometry as XYZ:
```
17
Properties=species:S:1:pos:R:3:forces:R:3:mulliken_charge:R:1
H -1.61238 -1.06551 -0.58318 1.453 -0.313 0.400 0.25
H 0.14063 0.00099 -1.79768 -1.779 -1.166 -1.010 0.36
H 0.21449 -2.25737 1.76888 2.536 2.968 -0.899 0.21
C 1.15286 0.78333 -0.37855 0.007 -0.844 0.788 -0.59
C 0.56226 -0.56804 0.14969 -1.310 -3.415 4.531 0.90
O 1.16606 -1.81724 -0.09998 1.556 0.600 0.412 -0.48
H 2.04831 0.60900 -1.04060 -0.901 0.131 0.822 0.29
H -1.33602 2.50871 -1.11343 -0.380 -1.580 -1.498 0.32
C -1.23934 0.86338 -0.14930 -0.354 -4.059 0.223 -0.23
H -1.69372 -1.17561 1.02857 1.042 0.574 1.308 0.47
C -1.04994 -0.65029 0.32265 -1.992 1.508 -4.883 -0.91
C 1.05503 -1.41725 1.28311 -1.627 -1.577 1.952 -0.64
C -0.21144 0.76751 -1.15319 2.344 4.478 -0.699 -0.09
H -0.99155 1.53203 0.58830 0.522 1.644 1.724 0.30
H 1.78877 -0.98367 2.08387 -0.367 -1.411 -2.180 0.23
H 1.43566 1.37371 0.55555 -0.701 -0.075 -1.581 0.28
N -1.42968 1.49633 -1.46471 -0.050 2.537 0.591 -0.68
```
Positions in Å, forces in eV/Å.